{
  "formula": "C12H14IN",
  "method": "ωB97M-V with the def2-TZVPD basis set",
  "homo_ev": -8.3,
  "smiles": "C/C=C1/C(C)(C)[C@]12C=CC=C/C2=N\\I",
  "charge": 0,
  "species": ["H", "H", "C", "C", "C", "C", "H", "C", "H", "C", "H", "H", "H", "H", "C", "I", "H", "H", "C", "H", "H", "C", "C", "C", "H", "C", "N", "H"],
  "xyz": [[-0.46021, 0.55229, 2.28479], [0.12980, 2.74678, 2.33925], [0.65666, 2.14750, 1.53558], [0.92207, -2.46952, -0.28845], [-1.24018, 0.19510, -1.41982], [-0.34311, -0.36672, -0.58408], [-1.73016, -1.37023, 1.48112], [0.02515, -1.41506, 0.35782], [0.29214, -3.21444, -0.72559], [2.34648, 1.70710, -0.08430], [-1.30519, 1.97484, -2.71695], [3.11619, 2.05129, -0.71555], [-0.40115, -2.32762, 2.17758], [2.05046, 3.56940, 0.70334], [2.14058, 0.24670, 0.19622], [5.04288, -0.13124, -0.25594], [1.31287, -2.93552, 0.58383], [1.64227, -2.07853, -0.93126], [0.18477, 0.87873, 1.52738], [-2.49540, 1.94842, -1.55595], [-1.96915, -0.32263, -1.98594], [-0.90798, -2.06420, 1.33370], [1.56367, 2.56827, 0.56008], [0.75580, -0.01546, 0.42850], [-1.25378, -2.99769, 0.92414], [-1.42885, 1.67853, -1.68807], [3.17004, -0.55852, 0.32619], [-0.82971, 2.42445, -1.13977]],
  "atomic_forces_ev_per_a": [[-1.02, -0.73, 0.61], [1.31, 0.03, -1.22], [-3.70, -1.18, 2.70], [-1.61, -0.11, 1.79], [1.63, 1.31, 1.19], [-1.02, 1.05, -0.43], [-0.31, -0.31, 0.57], [1.72, -0.25, -2.71], [-0.38, -0.40, -0.79], [-1.10, -1.49, -0.14], [0.39, -0.34, -0.75], [0.95, 0.14, -0.50], [1.25, -0.37, 2.71], [-1.18, -0.46, -0.76], [4.58, 1.22, -1.40], [0.22, 0.45, -0.02], [1.31, -0.73, 0.40], [1.15, 0.35, -0.98], [2.42, 1.29, -2.08], [0.38, -0.32, 0.42], [-0.61, -1.28, 0.04], [-1.11, 1.73, -2.06], [2.89, 2.49, 0.80], [-4.25, -1.75, 2.69], [-0.44, -0.21, -0.45], [-0.12, 0.74, 0.14], [-3.25, -0.11, 0.01], [-0.09, -0.77, 0.22]],
  "mulliken_charge": [0.42, 0.27, -0.31, -1.88, -0.39, -0.38, 0.45, 1.41, 0.47, -0.65, 0.38, 0.44, 0.46, 0.31, 1.00, 0.07, 0.42, 0.47, -0.77, 0.32, 0.45, -2.02, -0.72, 1.14, 0.47, -1.20, -0.87, 0.22]
}